Density functional theory data (wB97M-V/def2-TZVPD) for a 3-piece molecular cluster, CH6N2O2 overall at a distorted geometry.

```
! wB97M-V def2-TZVPD RIJCOSX def2/J DEFGRID3
* xyz 0 3
C 0.32 -0.57 -3.10
N -1.37 -1.82 -0.47
N 0.79 0.81 0.44
O -1.65 -0.44 -0.19
O 0.77 -1.52 -2.71
H -1.71 -2.34 0.33
H -1.97 -2.05 -1.26
H 1.65 0.30 0.29
H 0.72 1.03 1.43
H 0.86 1.69 -0.07
H -0.77 -0.02 -0.01
*
```

As for the LUMO energy (alpha / beta): 0.9008 / -3.0732 eV. As for the energy relative to the best compared isomer or geometry (same formula, charge and spin): 28.8 kJ/mol. Its expectation value of S² is 2.007. Its HOMO energy (alpha / beta) is -0.10879 / -0.40671 Ha.

Atom charges from the Löwdin analysis, given in e for atoms 1 to 2: -0.059 0.073

***

Density functional theory data (wB97M-V/def2-TZVPD) for a 2-piece molecular cluster, CH6N2O2 overall at a distorted geometry.

```
! wB97M-V def2-TZVPD RIJCOSX def2/J DEFGRID3
* xyz 1 2
C 23.50 -2.53 -17.23
O 23.22 -3.51 -16.51
N 24.06 -1.41 -16.92
N 23.30 -2.64 -18.51
H 23.93 -0.70 -17.63
H 24.26 -1.22 -15.95
H 23.76 -1.93 -19.06
H 22.98 -3.57 -18.76
O 23.30 0.47 -18.75
H 23.15 1.37 -19.03
H 22.59 -0.03 -19.15
*
```

As for the LUMO energy (alpha / beta): -3.7949 / -10.1626 eV. As for the energy relative to the best compared isomer or geometry (same formula, charge and spin): 98.9 kJ/mol. Its expectation value of S² is 0.774. Its HOMO energy (alpha / beta) is -0.57718 / -0.57314 Ha.

Atom charges from the Löwdin analysis, given in e for atoms 1 to 2: -0.635 0.108

***

Density functional theory data (wB97M-V/def2-TZVPD) for the molecule CH6N2O3S at a distorted geometry.

```
! wB97M-V def2-TZVPD RIJCOSX def2/J DEFGRID3
* xyz 0 1
C -0.46 -0.53 -0.02
N 0.36 -1.67 0.34
N -1.06 0.03 1.09
O -0.66 1.62 -1.29
O 1.28 1.57 0.31
O 1.42 0.34 -1.83
S 0.61 0.81 -0.73
H -1.19 -0.90 -0.70
H 1.21 -1.55 0.95
H 0.72 -2.25 -0.35
H -0.34 0.60 1.57
H -1.16 -0.64 1.79
H -0.73 2.57 -1.13
*
```

As for the LUMO energy: 0.6220 eV. As for the energy relative to the best compared isomer or geometry (same formula, charge and spin): 24.7 kJ/mol. Its HOMO energy is -0.36586 Ha. The structure (SMILES) is NC(N)S(=O)(=O)O.

Atom charges from the Löwdin analysis, given in e for atoms 1 to 2: -0.525 0.038

***

Density functional theory data (wB97M-V/def2-TZVPD) for a 2-piece molecular cluster, CH6N2S2 overall at a distorted geometry.

```
! wB97M-V def2-TZVPD RIJCOSX def2/J DEFGRID3
* xyz 0 1
C -0.83 -0.42 0.05
N -0.65 -0.66 -2.65
N 1.22 1.32 2.45
S -0.59 -1.57 -1.21
S 1.39 0.71 0.96
H -1.02 0.60 -0.07
H -0.73 -0.85 1.00
H -0.80 -1.26 -3.40
H 0.26 -0.23 -2.98
H 1.56 0.75 3.26
H 0.19 1.61 2.60
*
```

As for the LUMO energy (alpha / beta): -0.2365 / 0.3133 eV. As for the energy relative to the best compared isomer or geometry (same formula, charge and spin): 321.8 kJ/mol. Its HOMO energy (alpha / beta) is -0.25369 / -0.28033 Ha.

Atom charges from the Löwdin analysis, given in e for atoms 1 to 2: -0.500 -0.340

***

Density functional theory data (wB97M-V/def2-TZVPD) for a 2-piece molecular cluster, CH6N3 overall at a distorted geometry.

```
! wB97M-V def2-TZVPD RIJCOSX def2/J DEFGRID3
* xyz 1 1
C 0.92 -0.23 0.01
N 2.01 0.36 -0.03
N -1.19 0.74 -0.15
N -1.87 -0.27 0.15
H 0.86 -1.31 0.18
H 2.81 -0.20 0.11
H -1.27 0.93 -1.10
H -2.46 -0.97 -0.37
H -1.84 -0.53 1.17
H 2.03 1.47 0.03
*
```

As for the LUMO energy (alpha / beta): -4.8483 / -4.8460 eV. As for the energy relative to the best compared isomer or geometry (same formula, charge and spin): 560.7 kJ/mol. Its HOMO energy (alpha / beta) is -0.48253 / -0.48262 Ha.

Atom charges from the Löwdin analysis, given in e for atoms 1 to 2: 0.003 0.090

***

Density functional theory data (wB97M-V/def2-TZVPD) for a 2-piece molecular cluster, CH6N3O overall at a distorted geometry.

```
! wB97M-V def2-TZVPD RIJCOSX def2/J DEFGRID3
* xyz -1 1
C -0.12 1.18 0.22
N -1.32 -1.09 -0.55
N -0.43 -0.98 0.40
N 0.21 0.03 0.90
O 2.17 -0.33 -0.53
H 0.62 1.96 0.30
H -0.10 0.99 -0.79
H -1.17 1.52 0.55
H -1.57 -0.15 -0.89
H 1.87 -1.25 -0.47
H -0.13 -1.87 0.87
*
```

As for the LUMO energy (alpha / beta): 4.4212 / 4.4211 eV. As for the energy relative to the best compared isomer or geometry (same formula, charge and spin): 128.1 kJ/mol. Its HOMO energy (alpha / beta) is -0.07172 / -0.07166 Ha.

Atom charges from the Löwdin analysis, given in e for atoms 1 to 2: -0.230 -0.009

***

Density functional theory data (wB97M-V/def2-TZVPD) for an isolated ion of composition CH6N3O and charge +1 at a distorted geometry.

```
! wB97M-V def2-TZVPD RIJCOSX def2/J DEFGRID3
* xyz 1 1
C 0.45 -0.09 1.26
N 0.56 -0.70 -1.07
N -1.00 0.86 -0.45
N -0.01 0.04 -0.17
O -1.50 0.96 -1.67
H 1.17 -0.94 1.25
H -0.40 -0.34 1.85
H 0.87 0.95 1.47
H 1.06 -1.44 -0.67
H 0.19 -0.70 -2.09
H -1.39 1.41 0.29
*
```

As for the LUMO energy (alpha / beta): -5.6050 / -5.6958 eV. As for the energy relative to the best compared isomer or geometry (same formula, charge and spin): 391.5 kJ/mol. Its HOMO energy (alpha / beta) is -0.53661 / -0.54729 Ha. The structure (SMILES) is CN(N)[NH+]=O.

Atom charges from the Löwdin analysis, given in e for atoms 1 to 2: 0.093 0.204

***

Density functional theory data (wB97M-V/def2-TZVPD) for an isolated ion of composition CH6N3O and charge +1 at a distorted geometry.

```
! wB97M-V def2-TZVPD RIJCOSX def2/J DEFGRID3
* xyz 1 1
C -0.55 0.54 0.05
N 0.59 -0.25 -0.18
N 1.91 0.44 -0.01
N -1.64 -0.50 0.06
O 2.88 -0.38 -0.25
H -0.75 1.26 -0.76
H -0.54 1.08 1.00
H -1.81 -0.84 -0.89
H -2.52 -0.16 0.47
H -1.28 -1.30 0.60
H 3.71 0.11 -0.09
*
```

As for the LUMO energy (alpha / beta): -4.7667 / -4.7635 eV. As for the energy relative to the best compared isomer or geometry (same formula, charge and spin): 311.7 kJ/mol. Its HOMO energy (alpha / beta) is -0.53159 / -0.53170 Ha. The structure (SMILES) is [NH3+]C/N=N/O.

Atom charges from the Löwdin analysis, given in e for atoms 1 to 2: -0.250 0.016

***

Density functional theory data (wB97M-V/def2-TZVPD) for CH6N3O as an isolated structure at a distorted geometry.

```
! wB97M-V def2-TZVPD RIJCOSX def2/J DEFGRID3
* xyz 1 1
C -0.77 0.05 -0.53
N -0.61 -1.14 0.14
N 0.89 0.78 0.02
N 1.68 -0.06 -0.25
O -1.69 0.87 0.01
H -0.66 0.27 -1.61
H -1.06 -1.13 1.08
H 1.15 1.65 0.47
H 2.67 0.00 -0.13
H 0.07 -1.79 -0.13
H -1.66 0.50 0.94
*
```

As for the LUMO energy: -5.1941 eV. As for the energy relative to the best compared isomer or geometry (same formula, charge and spin): 230.1 kJ/mol. Its HOMO energy is -0.56358 Ha.

Atom charges from the Löwdin analysis, given in e for atoms 1 to 2: -0.270 0.134

***

Density functional theory data (wB97M-V/def2-TZVPD) for an isolated ion of composition CH6N3O2 and charge +1 at a distorted geometry.

```
! wB97M-V def2-TZVPD RIJCOSX def2/J DEFGRID3
* xyz 1 1
C 0.34 0.80 0.79
N -0.59 0.57 -0.66
N 1.41 -0.10 0.70
N -0.95 -0.77 -0.86
O 1.19 -1.31 0.28
O 2.50 0.20 1.03
H -0.19 0.86 1.71
H 0.68 1.79 0.52
H -1.37 1.27 -0.87
H -0.90 -1.07 -1.84
H -1.89 -0.87 -0.41
H -0.22 -1.39 -0.40
*
```

As for the LUMO energy: -5.2633 eV. As for the energy relative to the best compared isomer or geometry (same formula, charge and spin): 286.3 kJ/mol. Its HOMO energy is -0.58182 Ha. The structure (SMILES) is [NH3+]NC[N+](=O)[O-].

Atom charges from the Löwdin analysis, given in e for atoms 1 to 2: 0.060 -0.010

***

Density functional theory data (wB97M-V/def2-TZVPD) for a 2-piece molecular cluster, CH6N3O2P overall at a distorted geometry.

```
! wB97M-V def2-TZVPD RIJCOSX def2/J DEFGRID3
* xyz 0 1
C 2.15 1.22 1.56
N 1.75 0.88 2.63
N -2.01 0.09 -1.37
N -0.04 -1.44 -1.09
O 2.57 1.64 0.58
O -0.15 0.71 0.18
P -1.12 -0.49 -0.18
H 1.65 0.01 3.11
H 0.23 1.33 -0.45
H -2.35 -0.68 -1.86
H -2.63 0.76 -1.09
H -0.53 -2.17 -1.62
H 0.48 -1.86 -0.39
*
```

As for the LUMO energy: 0.8938 eV. As for the energy relative to the best compared isomer or geometry (same formula, charge and spin): 126.4 kJ/mol. Its HOMO energy is -0.29790 Ha. The structure (SMILES) is NP(N)O.N=C=O.

Atom charges from the Löwdin analysis, given in e for atoms 1 to 2: -0.477 0.194

***

Density functional theory data (wB97M-V/def2-TZVPD) for the molecule CH6N4 at a distorted geometry.

```
! wB97M-V def2-TZVPD RIJCOSX def2/J DEFGRID3
* xyz 0 1
C 1.94 0.13 -0.05
N -1.41 -0.74 0.18
N -2.14 0.43 -0.10
N -0.11 -0.82 0.12
N 0.51 0.27 -0.04
H -1.91 -1.61 0.07
H -1.59 0.98 -0.77
H -2.22 1.00 0.74
H 2.33 0.69 -0.91
H 2.26 -0.91 -0.10
H 2.34 0.59 0.86
*
```

As for the LUMO energy: 1.3578 eV. As for the energy relative to the best compared isomer or geometry (same formula, charge and spin): 174.3 kJ/mol. Its HOMO energy is -0.33230 Ha. The structure (SMILES) is C/N=N/NN.

Atom charges from the Löwdin analysis, given in e for atoms 1 to 2: -0.154 -0.165

***

Density functional theory data (wB97M-V/def2-TZVPD) for the molecule CH6N4O4S at a distorted geometry.

```
! wB97M-V def2-TZVPD RIJCOSX def2/J DEFGRID3
* xyz 0 1
C -0.64 0.60 0.16
N 0.07 -0.44 -0.54
N -0.33 1.82 -0.22
N -1.47 0.31 1.07
N -0.30 -1.83 -0.43
O 1.63 0.39 1.42
O 2.62 -1.28 -0.05
O 2.33 0.92 -0.86
O -1.67 -2.04 -0.48
S 1.98 -0.03 0.13
H 0.34 1.93 -0.96
H -0.87 2.58 0.05
H -2.11 -1.46 0.27
H -1.79 1.19 1.51
H 0.29 -0.36 -1.54
H -0.09 -2.30 0.47
*
```

As for the LUMO energy: 0.3395 eV. As for the energy relative to the best compared isomer or geometry (same formula, charge and spin): 103.5 kJ/mol. Its HOMO energy is -0.38725 Ha. The structure (SMILES) is [H]/N=C(\N)[N@H+](NO)S(=O)(=O)[O-].

Atom charges from the Löwdin analysis, given in e for atoms 1 to 2: -0.581 -0.040

***

Density functional theory data (wB97M-V/def2-TZVPD) for the molecule CH6N4OS at a distorted geometry.

```
! wB97M-V def2-TZVPD RIJCOSX def2/J DEFGRID3
* xyz 0 1
C 0.04 0.29 0.44
H -0.14 3.40 1.07
H -1.43 2.52 1.87
H 1.00 1.18 2.02
H -1.63 1.39 -0.38
H -1.69 -0.45 -1.98
H 1.87 -3.02 -0.19
N -0.50 2.45 1.14
N 0.43 1.40 1.16
N -1.11 0.42 -0.37
N 0.90 -0.70 0.43
O -0.98 0.18 -1.78
S 0.72 -2.08 -0.46
*
```

As for the LUMO energy: 0.6721 eV. As for the energy relative to the best compared isomer or geometry (same formula, charge and spin): 239.2 kJ/mol. Its HOMO energy is -0.27373 Ha. The structure (SMILES) is NN/C(=N/S)NO.

Atom charges from the Löwdin analysis, given in e for atoms 1 to 2: -0.518 0.068

***

Density functional theory data (wB97M-V/def2-TZVPD) for the molecule CH6N4S at a distorted geometry.

```
! wB97M-V def2-TZVPD RIJCOSX def2/J DEFGRID3
* xyz 0 1
C 0.36 -0.41 0.34
H 1.07 0.10 -1.71
H -0.36 0.86 -1.96
H -0.65 -1.88 -0.60
H 1.28 -1.29 1.96
H 0.73 1.28 1.51
H -1.94 1.24 1.20
N 0.03 -0.21 -1.90
N -0.61 -0.80 -0.68
N 0.94 -1.53 0.93
N 0.26 0.95 0.79
S -1.11 1.71 0.11
*
```

As for the LUMO energy: 0.4517 eV. As for the energy relative to the best compared isomer or geometry (same formula, charge and spin): 266.9 kJ/mol. Its HOMO energy is -0.34177 Ha. The structure (SMILES) is [H]/N=C(/NN)NS.

Atom charges from the Löwdin analysis, given in e for atoms 1 to 2: -0.549 0.101

***

Density functional theory data (wB97M-V/def2-TZVPD) for an isolated ion of composition CH6N5S and charge +1 at a distorted geometry.

```
! wB97M-V def2-TZVPD RIJCOSX def2/J DEFGRID3
* xyz 1 1
C -1.66 0.09 0.42
N -2.27 -0.66 -0.60
N -1.69 -1.52 -1.22
N -0.43 -1.73 -0.77
N 0.10 -0.91 0.15
N 1.11 0.06 -0.40
S -2.50 -0.08 1.90
H -1.36 1.18 0.06
H 0.04 -2.55 -1.04
H 1.05 1.06 -0.94
H 1.80 -0.47 -0.89
H 1.56 0.26 0.45
H -1.90 0.99 2.44
*
```

As for the LUMO energy: -3.9662 eV. As for the energy relative to the best compared isomer or geometry (same formula, charge and spin): 263.8 kJ/mol. Its HOMO energy is -0.51204 Ha.

Atom charges from the Löwdin analysis, given in e for atoms 1 to 2: -0.576 -0.058

***

Density functional theory data (wB97M-V/def2-TZVPD) for a 2-piece molecular cluster, CH6NO overall at a distorted geometry.

```
! wB97M-V def2-TZVPD RIJCOSX def2/J DEFGRID3
* xyz -1 1
O -2.29 0.20 0.02
H -1.92 0.48 0.84
C 1.64 -0.60 0.17
N 0.73 0.45 -0.25
H 2.66 -0.25 0.04
H 1.53 -1.54 -0.38
H 1.37 -0.76 1.22
H 0.49 0.48 -1.23
H -0.23 0.42 0.12
*
```

As for the LUMO energy: 4.3703 eV. As for the energy relative to the best compared isomer or geometry (same formula, charge and spin): 33.4 kJ/mol. Its HOMO energy is -0.08766 Ha.

Atom charges from the Löwdin analysis, given in e for atoms 1 to 2: -0.635 -0.228

***

Density functional theory data (wB97M-V/def2-TZVPD) for an isolated ion of composition CH6NO and charge +1 at a distorted geometry.

```
! wB97M-V def2-TZVPD RIJCOSX def2/J DEFGRID3
* xyz 1 1
C 0.39 0.34 -0.18
N -0.92 -0.43 -0.02
O 1.38 -0.32 0.36
H 0.36 0.51 -1.23
H 0.14 1.34 0.25
H -1.60 0.17 0.52
H -1.12 -0.65 -0.93
H -0.75 -1.24 0.64
H 2.12 0.29 0.58
*
```

As for the LUMO energy: -4.0492 eV. As for the energy relative to the best compared isomer or geometry (same formula, charge and spin): 68.5 kJ/mol. Its HOMO energy is -0.60484 Ha. The structure (SMILES) is [NH3+]CO.

Atom charges from the Löwdin analysis, given in e for atoms 1 to 2: -0.284 0.234

***

Density functional theory data (wB97M-V/def2-TZVPD) for a 2-piece molecular cluster, CH6NO overall.

```
! wB97M-V def2-TZVPD RIJCOSX def2/J DEFGRID3
* xyz 1 1
C 0.66 0.76 -0.86
N 0.85 0.67 0.39
H -0.04 0.13 -1.39
H 1.27 1.46 -1.42
H 1.51 1.25 0.89
H 0.35 -0.03 0.96
H -2.19 -1.04 0.66
H -1.15 -2.08 0.40
O -1.26 -1.12 0.37
*
```

As for the LUMO energy: -5.3723 eV. As for the energy relative to the best compared isomer or geometry (same formula, charge and spin): 13.3 kJ/mol. Its HOMO energy is -0.61060 Ha.

Atom charges from the Löwdin analysis, given in e for atoms 1 to 2: 0.160 0.197

***

Density functional theory data (wB97M-V/def2-TZVPD) for a 2-piece molecular cluster, CH6NO2 overall at a distorted geometry.

```
! wB97M-V def2-TZVPD RIJCOSX def2/J DEFGRID3
* xyz -1 1
O -0.79 -1.28 -2.42
H -0.25 -1.94 -2.77
N 0.02 0.30 -0.38
C 0.74 0.33 0.79
O 0.12 0.93 2.22
H -0.31 -0.58 -1.75
H -0.91 0.75 -0.07
H 1.57 1.02 0.77
H 1.15 -0.67 0.95
H -0.47 0.20 2.41
*
```

As for the LUMO energy: 4.6065 eV. As for the energy relative to the best compared isomer or geometry (same formula, charge and spin): 194.1 kJ/mol. Its HOMO energy is -0.07502 Ha.

Atom charges from the Löwdin analysis, given in e for atoms 1 to 2: -0.206 -0.079